Formula: C12H30AlN2O4
Source: the Open Molecules 2025 dataset
Level of theory: the ωB97M-V functional and the def2-TZVPD basis

Properties
2S+1: 1
Total energy, eV: -30659.2034
Energy relative to the best compared isomer or geometry (same formula, charge and spin), kcal per mole: 231.2
Molar mass, Da: 293.364
Charge: +3
Frontier orbital gap, hartree: 0.0837

Geometry (Å):
Al -0.65686 0.87258 1.77711
C -1.40578 -3.46025 1.72361
O -0.25107 -2.77342 1.30778
C 0.72495 -3.69974 0.65904
C 1.63684 -2.95236 -0.33230
N 2.24540 -1.63826 0.19707
C 3.22005 -1.92397 1.20341
C 3.87087 -0.65585 1.80589
O 2.92773 -0.03663 2.70747
C 3.50218 0.92433 3.65517
H -2.26774 -2.82042 1.91265
H -1.21496 -4.20298 2.49823
H -1.87756 -4.08112 0.96201
H 0.31128 -4.55376 0.12274
H 1.26551 -4.24839 1.43032
H 1.09226 -2.65765 -1.22934
H 2.42004 -3.62042 -0.69063
H 2.77617 -1.34855 -0.61191
H 3.94372 -2.60138 0.75007
H 2.74413 -2.51369 1.98688
H 4.25479 0.07887 1.09816
H 4.70312 -1.00193 2.41883
H 4.04646 1.77259 3.24005
H 4.15436 0.33378 4.29861
H 2.78323 1.22271 4.41818
C -4.96187 1.86086 0.57733
O -3.89527 1.21351 -0.03437
C -4.00366 1.20776 -1.46228
C -2.98506 0.37023 -2.22716
N -1.59497 0.71388 -2.01193
C -1.31440 1.99559 -2.69424
C 0.14784 2.42162 -2.58330
O 0.48885 2.72402 -1.20568
C 1.72604 3.38635 -1.05801
H -5.89886 1.47225 0.17842
H -4.95870 2.91968 0.31851
H -4.91549 1.79813 1.66453
H -4.03460 2.24877 -1.78389
H -4.96168 0.74533 -1.69994
H -3.26912 0.43422 -3.27754
H -3.14453 -0.66896 -1.93948
H -1.17570 0.20881 -2.77954
H -1.92287 2.80779 -2.29652
H -1.62095 1.99094 -3.74023
H 0.24336 3.31761 -3.19662
H 0.74158 1.63366 -3.04664
H 1.94613 4.11535 -1.83790
H 2.57059 2.69796 -1.02700
H 1.84418 3.97055 -0.14541

Forces on the atoms, in the same order (eV/Å):
-0.03 -0.04 -0.20
-1.16 -0.82 -0.17
1.02 -1.32 -1.75
0.07 0.80 0.55
-1.41 1.73 0.72
0.37 -3.31 -1.17
-0.57 1.34 1.45
-0.31 -0.58 1.16
0.09 0.76 -0.46
0.05 -1.45 0.65
0.63 0.60 0.70
0.16 0.35 0.53
0.52 -0.25 -0.85
-0.91 0.34 -0.24
0.38 0.53 0.45
-0.23 -0.04 0.14
0.35 -0.15 0.29
-0.23 1.35 -0.50
0.81 0.09 -0.01
0.06 0.16 0.27
-0.09 -0.08 -0.37
0.39 0.12 -0.03
-0.12 -0.21 -0.45
0.74 -0.03 -0.16
-0.67 0.16 -0.75
-0.75 0.67 0.25
1.58 -0.95 -0.73
-0.24 0.03 0.16
-1.37 -0.52 2.13
0.06 1.26 -2.80
0.18 1.97 1.93
-0.80 0.15 0.15
-0.29 -0.44 -0.84
0.88 0.75 0.05
-0.30 -0.15 0.22
0.04 0.36 -0.14
0.11 -0.39 -0.20
-0.01 0.13 -0.20
-0.39 0.22 -0.18
0.01 0.15 -0.29
0.17 -0.09 0.02
1.08 -1.81 0.73
-0.07 -0.04 0.40
0.28 -0.41 -0.40
0.35 0.14 0.03
0.66 -0.07 0.37
-0.26 -0.19 -0.45
0.06 -0.53 -0.31
-0.88 -0.26 0.33

---

Formula: C12H30BaN2O4
Source: the Open Molecules 2025 dataset
Level of theory: the ωB97M-V functional and the def2-TZVPD basis

Properties
2S+1: 1
Total energy, eV: -24773.4769
Energy relative to the best compared isomer or geometry (same formula, charge and spin), kcal per mole: 190.7
Molar mass, Da: 403.710
Charge: +2
Frontier orbital gap, hartree: 0.3540

Geometry (Å):
Ba 17.39926 -17.68851 -11.81433
C 17.59655 -14.45312 -13.57454
O 18.10330 -15.56957 -12.76948
C 19.50960 -15.35794 -12.54861
C 20.17994 -16.73765 -12.28817
N 19.58149 -17.55019 -11.19692
C 20.07062 -18.91893 -11.14271
C 19.34299 -19.73149 -10.06348
O 18.02168 -19.99065 -10.40550
C 17.40032 -20.94463 -9.52489
H 16.54779 -14.68926 -13.75464
H 18.10927 -14.40946 -14.53543
H 17.64468 -13.39445 -13.31958
H 19.65663 -14.68842 -11.70113
H 20.00901 -14.94831 -13.42660
H 21.24347 -16.55875 -12.13010
H 20.22711 -17.36406 -13.17896
H 19.91501 -17.13556 -10.33847
H 21.14350 -18.88605 -10.95311
H 19.99737 -19.47156 -12.07938
H 19.49638 -19.16459 -9.14523
H 19.88367 -20.65965 -9.87836
H 16.31365 -20.86715 -9.56024
H 17.75644 -20.88763 -8.49628
H 17.64881 -21.97641 -9.77346
C 16.80730 -14.37869 -10.65536
O 16.44732 -15.40814 -11.60981
C 15.11412 -15.23762 -12.02515
C 14.63153 -16.57507 -12.70740
N 15.23890 -17.75311 -12.03076
C 14.83093 -19.02875 -12.66847
C 15.59831 -20.11658 -11.91129
O 16.99112 -19.96181 -12.12007
C 17.52341 -21.10066 -12.79842
H 17.88680 -14.26290 -10.55851
H 16.56892 -14.56636 -9.60844
H 16.45862 -13.38277 -10.92862
H 14.97325 -14.46084 -12.77674
H 14.49238 -14.95501 -11.17564
H 14.83553 -16.42294 -13.76729
H 13.55073 -16.71303 -12.73767
H 14.87503 -17.80307 -11.08990
H 15.14011 -19.06243 -13.71316
H 13.75648 -19.18491 -12.57221
H 15.20972 -21.10243 -12.16664
H 15.55688 -20.04001 -10.82477
H 18.60383 -20.96552 -12.84891
H 17.24492 -21.12519 -13.85196
H 17.34751 -22.09866 -12.39701

Forces on the atoms, in the same order (eV/Å):
3.07 0.04 -0.76
-0.63 -0.85 -1.50
4.23 3.22 -3.03
0.46 -1.82 0.01
0.47 0.29 -0.23
4.61 1.45 1.52
0.45 -1.14 0.11
1.97 0.18 0.53
1.36 0.01 3.85
0.36 -0.65 0.45
0.43 0.15 -0.30
0.11 -0.65 -0.14
0.35 -0.23 1.60
0.02 0.10 0.03
-0.06 0.14 -0.03
0.12 0.12 0.37
-0.58 0.08 -0.35
0.07 0.26 0.44
0.10 -0.38 0.28
-0.33 0.43 -0.45
-0.57 0.14 0.55
0.16 -0.19 -0.26
0.38 0.18 0.21
-0.13 0.65 0.12
0.15 -0.04 -0.62
0.93 0.43 0.36
-3.49 2.06 3.09
-2.03 -1.15 0.13
-0.17 1.13 0.78
-7.19 0.31 -1.85
0.38 -0.47 1.12
-0.71 0.15 0.06
-2.84 -3.81 -5.07
1.43 0.13 -1.19
0.20 -0.37 -0.74
-0.95 -0.47 -0.16
-0.37 -0.21 -0.22
0.27 0.30 0.12
-0.19 -0.18 0.11
0.86 -0.99 -0.14
-0.21 0.51 0.41
-0.56 0.25 0.43
-0.12 0.19 -0.08
-0.08 -0.03 -0.26
0.27 -0.06 -0.14
-1.13 0.38 -0.06
0.06 -0.02 0.30
-0.50 0.10 -0.03
-0.43 0.33 0.64

---

Formula: C12H30BeF2N2O4Pb
Source: the Open Molecules 2025 dataset
Level of theory: the ωB97M-V functional and the def2-TZVPD basis

Properties
2S+1: 1
Total energy, eV: -35162.1514
Energy relative to the best compared isomer or geometry (same formula, charge and spin), kcal per mole: 197.0
Molar mass, Da: 520.590
Charge: +2
Frontier orbital gap, hartree: 0.0630

Geometry (Å):
Be 5.13434 -20.11575 -5.68190
Pb 9.14867 -20.75351 -5.88365
F 7.11873 -19.15949 -6.28743
F 6.86754 -21.81294 -5.80974
C 2.05086 -30.20571 1.10302
O 2.18927 -29.00171 0.46021
C 3.18579 -28.91656 -0.48236
C 2.57084 -28.19447 -1.65734
N 3.46219 -27.87341 -2.77355
C 2.86777 -26.70807 -3.48527
C 3.82701 -26.14345 -4.53629
O 5.06669 -25.90880 -3.79967
C 5.99105 -25.28583 -4.71170
H 1.57941 -29.96715 2.05630
H 2.99553 -30.68912 1.37670
H 1.58302 -31.05960 0.60440
H 3.39866 -29.88876 -0.94444
H 4.20178 -28.57369 -0.26746
H 2.19861 -27.27278 -1.19536
H 1.72744 -28.75587 -2.06003
H 4.37508 -27.47641 -2.56822
H 2.72650 -25.89412 -2.76834
H 1.91185 -27.05210 -3.88011
H 3.47617 -25.23990 -5.03503
H 4.10737 -26.89738 -5.27417
H 6.36402 -25.90269 -5.53747
H 6.96757 -25.14031 -4.25005
H 5.62334 -24.42126 -5.26660
C 12.70511 -21.75384 -5.97833
O 11.70553 -20.73608 -5.97164
C 12.28174 -19.56588 -6.53951
C 11.32182 -18.38437 -6.81056
N 9.96681 -18.80721 -7.17039
C 9.87060 -18.88488 -8.67574
C 8.57596 -19.70247 -9.11816
O 8.56175 -20.93470 -8.41957
C 7.64974 -21.81792 -9.04471
H 12.28550 -22.75575 -5.92571
H 13.38831 -21.56425 -5.14737
H 13.41953 -21.68565 -6.80069
H 12.67185 -19.88034 -7.51264
H 13.20698 -19.21547 -6.07790
H 11.77728 -17.66122 -7.48694
H 11.20969 -17.83264 -5.87400
H 9.26676 -18.15690 -6.82868
H 10.75147 -19.40099 -9.05461
H 9.73542 -17.93548 -9.19436
H 8.72787 -19.75154 -10.19745
H 7.77246 -18.99025 -8.92524
H 7.39664 -22.56170 -8.28805
H 8.09393 -22.33554 -9.89504
H 6.69647 -21.37011 -9.32743

Forces on the atoms, in the same order (eV/Å):
4.79 -0.68 -0.98
-1.36 0.01 -0.74
-2.00 -0.99 0.94
-1.52 1.55 0.20
0.69 -1.64 1.99
0.13 1.17 -0.11
0.41 -1.91 -2.91
0.71 0.78 0.25
-0.74 2.15 -0.26
0.40 -0.67 -0.64
0.96 -1.41 0.98
0.00 1.33 -1.83
0.98 -0.92 -0.16
-0.38 -0.37 -0.15
0.48 0.54 0.07
-0.77 0.64 -0.61
0.04 -0.55 0.54
-0.29 0.67 0.99
-0.41 0.30 -0.34
-0.08 0.01 0.15
0.41 -0.90 0.74
-0.34 0.03 0.18
-0.08 0.44 -0.21
-0.14 0.09 0.19
-0.44 -0.02 -0.29
-0.82 -0.92 -0.07
-0.45 0.70 0.77
-0.28 0.46 0.73
1.35 -0.33 0.83
-0.08 0.57 -0.23
0.41 0.66 -2.40
0.16 -0.12 2.56
0.07 -0.06 -1.79
-1.93 -1.74 0.06
2.91 2.35 0.63
-0.21 0.99 -0.40
-0.72 -1.68 0.63
-0.22 0.21 0.06
-0.35 -0.29 0.45
-0.68 0.04 -0.66
-0.15 -0.08 -0.25
-0.34 -0.01 0.86
-0.04 -0.30 -0.33
0.08 0.06 0.10
0.05 0.36 -0.12
0.08 0.09 0.15
0.46 0.35 0.46
-0.41 -0.81 -0.07
-0.72 -0.78 0.29
0.04 -0.13 -0.11
0.11 0.28 -0.08
0.23 0.47 -0.08

---

Formula: C12H30BeFN2O4Pb
Source: the Open Molecules 2025 dataset
Level of theory: the ωB97M-V functional and the def2-TZVPD basis

Properties
2S+1: 1
Total energy, eV: -32431.7367
Energy relative to the best compared isomer or geometry (same formula, charge and spin), kcal per mole: 79.8
Molar mass, Da: 501.592
Charge: +3
Frontier orbital gap, hartree: 0.1661

Geometry (Å):
Be 4.41328 -0.80998 -0.67510
Pb 0.61207 -0.02538 -0.50669
F 2.46899 -0.69403 -0.29960
C -2.51839 -1.09188 0.19962
O -1.70924 0.01626 -0.04043
C -2.36035 1.27619 -0.45082
C -1.27826 2.39785 -0.26041
N -0.10846 1.98018 -1.10840
C 0.95843 2.93345 -0.93130
C 1.62801 2.66220 0.46102
O 1.74599 1.26689 0.81370
C 2.71817 1.00747 1.80910
H -2.56004 -1.72437 -0.68713
H -3.51882 -0.71750 0.41659
H -2.22324 -1.69492 1.05831
H -3.28451 1.46938 0.09389
H -2.66330 1.27987 -1.49786
H -0.99517 2.40848 0.79214
H -1.62529 3.39017 -0.54845
H -0.45117 2.18636 -2.03584
H 0.71616 3.98956 -1.04983
H 1.66248 2.69328 -1.72800
H 0.99222 2.98629 1.28493
H 2.56593 3.21644 0.49604
H 2.49404 1.60235 2.69453
H 3.71909 1.34617 1.54164
H 2.81106 -0.02858 2.13478
C -0.20429 0.42093 3.13775
O 0.23629 -0.33318 1.99642
C 0.35348 -1.73563 2.26848
C 0.84803 -2.54124 1.05739
N -0.00060 -2.10987 -0.01487
C 0.43505 -2.76479 -1.22373
C -0.47389 -2.10586 -2.41835
O -0.52170 -0.64040 -2.37483
C -1.41470 -0.09659 -3.36746
H -1.21976 0.20580 3.47037
H -0.23847 1.49370 2.94773
H 0.38979 0.31097 4.04498
H -0.55910 -2.18950 2.65489
H 1.03743 -1.84148 3.11057
H 0.70168 -3.61126 1.20482
H 1.90818 -2.38424 0.85858
H -0.92096 -2.46367 0.20390
H 0.41944 -3.85181 -1.14472
H 1.46785 -2.42388 -1.29590
H -1.44970 -2.53552 -2.64483
H 0.01062 -2.32428 -3.37000
H -1.24988 -0.55422 -4.34291
H -1.27447 0.97722 -3.49146
H -2.49017 -0.22332 -3.24335

Forces on the atoms, in the same order (eV/Å):
-1.07 0.03 0.19
-2.85 0.42 0.03
4.85 -1.67 -0.83
-2.05 -0.32 -0.09
0.14 2.59 0.00
0.70 0.61 0.13
-1.19 -1.97 0.38
-2.21 2.72 0.35
2.69 -0.97 1.03
-0.74 1.22 0.46
0.89 1.93 -0.61
1.21 0.54 1.54
-0.23 -0.06 -0.06
-0.15 -0.33 -0.02
0.12 0.49 0.18
0.27 -0.11 0.48
0.14 -0.50 -0.13
0.13 0.09 -0.08
-0.11 -0.10 -0.09
-0.01 -0.83 -0.72
-0.41 -0.07 0.27
0.40 0.23 0.04
0.03 0.96 -0.23
0.17 -0.36 0.10
-0.33 -0.02 0.08
-0.03 0.01 -0.59
-0.57 0.01 -0.50
-0.63 0.64 0.76
-0.45 -0.78 0.10
0.79 -0.73 1.44
0.02 0.40 2.15
0.22 -1.97 -0.30
-1.32 1.72 -2.32
1.70 -1.30 -1.15
-0.77 -1.25 -0.37
-0.37 0.30 -1.34
-0.19 -0.59 -0.45
0.38 -0.07 -0.63
0.57 -0.43 -0.31
-0.52 0.34 -0.21
0.29 -0.14 -0.02
0.07 -0.03 0.38
-0.26 0.05 -0.13
-0.23 0.46 -0.02
-0.32 0.03 -0.41
0.10 -0.51 -0.84
-0.39 0.10 1.10
0.50 -0.15 0.05
0.56 -0.04 0.02
0.44 -0.13 0.17
0.02 -0.45 1.02

---

Formula: C12H30Cl2NO10S2
Source: the Open Molecules 2025 dataset
Level of theory: the ωB97M-V functional and the def2-TZVPD basis

Properties
2S+1: 1
Total energy, eV: -81605.7903
Energy relative to the best compared isomer or geometry (same formula, charge and spin), kcal per mole: 68.7
Molar mass, Da: 483.409
Charge: -1
Frontier orbital gap, hartree: 0.3052

Geometry (Å):
O -5.12452 -0.63304 -7.37531
S -5.27313 -1.25805 -8.78749
O -4.27119 -0.55389 -9.78354
Cl -7.25490 -0.78168 -9.40277
N -5.18001 -3.00394 -8.83022
S -3.56818 -3.59081 -8.50235
O -2.60622 -3.53284 -9.74591
O -3.70855 -5.10853 -8.10571
Cl -2.58505 -2.64458 -6.92342
C -4.71756 -1.11611 -3.99724
O -3.37712 -1.04793 -3.52297
C -3.23402 -0.12324 -2.44005
C -3.12508 -0.85289 -1.09852
O -4.36198 -1.48342 -0.75003
C -4.33020 -2.88899 -0.97283
H -4.79108 -1.95259 -4.69783
H -5.42707 -1.28170 -3.18217
H -4.96997 -0.19332 -4.52887
H -4.05801 0.59996 -2.42919
H -2.30473 0.42833 -2.61604
H -2.91352 -0.11793 -0.31579
H -2.30320 -1.57847 -1.10996
H -3.68124 -3.36762 -0.23312
H -3.98592 -3.13017 -1.98080
H -5.34474 -3.27806 -0.85003
C 0.32846 -1.83495 1.22013
O -0.15230 -0.62463 0.64536
C -0.71368 0.25320 1.62644
C 0.24626 1.39822 1.96018
O 1.40026 0.91954 2.65879
C 2.54513 0.84294 1.81636
H 0.89053 -2.37801 0.45522
H 0.99071 -1.64457 2.06886
H -0.51548 -2.45504 1.53815
H -0.99831 -0.29818 2.53036
H -1.62447 0.67500 1.18902
H -0.26191 2.09749 2.63128
H 0.53365 1.94794 1.05613
H 2.89770 1.85069 1.57645
H 2.33308 0.29443 0.89610
H 3.33533 0.31740 2.35962
C 3.95659 2.19328 4.47407
O 5.30045 2.11649 4.01096
C 6.01191 3.34175 4.21297
C 6.96311 3.24011 5.40830
O 6.23924 3.14514 6.63953
C 6.22153 1.81704 7.15151
H 3.52711 1.18790 4.44796
H 3.90299 2.56785 5.49974
H 3.37238 2.83889 3.81093
H 5.31941 4.18351 4.33125
H 6.60288 3.51704 3.30809
H 7.55842 4.15682 5.46164
H 7.65375 2.39656 5.29195
H 7.21657 1.54716 7.51823
H 5.89583 1.09790 6.39689
H 5.52005 1.78260 7.98965

Forces on the atoms, in the same order (eV/Å):
-1.24 -2.46 -4.40
5.70 2.95 1.14
-4.23 -2.82 3.14
0.99 -0.76 0.22
1.60 2.12 1.09
1.40 -5.52 -4.69
-3.41 0.89 4.64
-0.20 5.76 -0.56
-0.63 -0.14 -0.52
0.03 -0.13 -0.27
-0.24 0.30 0.58
0.39 -0.67 -0.20
-0.53 0.32 -0.19
0.33 -0.27 -0.17
-0.20 0.20 0.05
0.14 0.22 0.04
0.03 0.05 0.07
-0.09 -0.09 -0.02
0.00 -0.13 0.07
0.01 0.02 0.07
0.02 -0.01 -0.04
-0.10 0.09 -0.09
0.07 -0.11 -0.04
0.05 0.02 0.01
0.10 0.15 0.03
-0.02 0.05 -0.27
0.08 0.00 0.58
0.32 0.26 -0.57
-0.13 -0.45 0.48
-0.02 0.05 -0.48
-0.01 -0.11 0.20
-0.14 0.15 0.02
-0.05 0.02 0.02
0.05 -0.06 0.09
0.12 0.07 -0.04
0.04 0.03 0.09
-0.04 0.00 -0.03
-0.03 -0.16 0.03
0.07 -0.03 -0.12
-0.05 0.05 -0.02
-0.15 0.11 -0.03
0.04 -0.20 -0.05
-0.06 0.43 0.31
0.33 -0.62 0.00
-0.54 0.41 0.09
0.17 -0.42 -0.28
-0.10 0.24 0.11
0.12 0.19 -0.05
0.03 0.05 -0.03
-0.10 0.00 0.11
0.06 -0.10 0.11
0.02 0.04 0.04
0.01 0.00 -0.04
-0.16 0.02 -0.04
0.01 -0.12 -0.02
0.04 0.00 -0.03
0.10 0.12 -0.11